{"formula": "C37H80F4N7O11S4", "method": "ωB97M-V/def2-TZVPD", "orbital_gap_ev": 1.561, "e_lumo_ev": -10.9470, "e_above_lowest_kj_mol": 0.00, "charge": 3, "homo_ev": -12.5, "total_energy_ha": -4659.61245, "multiplicity": 1, "species": ["C", "C", "O", "N", "H", "H", "C", "H", "H", "H", "H", "H", "H", "C", "C", "C", "C", "C", "C", "N", "O", "C", "C", "C", "H", "H", "H", "H", "H", "H", "H", "H", "H", "H", "H", "H", "H", "H", "H", "H", "H", "H", "C", "C", "C", "C", "C", "C", "N", "O", "C", "C", "C", "H", "H", "H", "H", "H", "H", "H", "H", "H", "H", "H", "H", "H", "H", "H", "H", "H", "H", "C", "C", "C", "N", "C", "C", "C", "C", "C", "H", "H", "H", "H", "H", "H", "H", "H", "H", "H", "H", "H", "H", "H", "H", "H", "H", "H", "C", "C", "C", "N", "C", "C", "C", "C", "C", "H", "H", "H", "H", "H", "H", "H", "H", "H", "H", "H", "H", "H", "H", "H", "H", "H", "H", "N", "S", "O", "O", "F", "S", "O", "O", "F", "N", "S", "O", "O", "F", "S", "O", "O", "F"], "xyz": [[-7.89870, 18.19701, 13.08071], [-7.96326, 16.76277, 12.63297], [-6.95168, 16.21584, 12.29336], [-9.37101, 16.09345, 12.78429], [-9.63143, 15.73224, 13.69628], [-10.01239, 16.85731, 12.53922], [-9.55906, 14.92606, 11.85605], [-8.61030, 18.85292, 12.57427], [-6.94178, 18.70498, 12.97436], [-8.14387, 18.31988, 14.13794], [-9.70889, 15.36684, 10.87220], [-10.48902, 14.43574, 12.14109], [-8.71939, 14.23639, 11.91169], [-10.63964, 15.09266, 5.08221], [-9.70417, 14.45974, 6.12990], [-8.30882, 14.29824, 5.48396], [-7.48611, 15.53104, 5.35440], [-7.37316, 16.09724, 6.78760], [-8.69433, 16.52626, 7.43012], [-9.69972, 15.40858, 7.31482], [-10.84381, 15.46500, 7.96520], [-9.28380, 17.83910, 6.83828], [-8.46828, 16.77982, 8.95944], [-10.28700, 13.08868, 6.44487], [-10.82156, 14.54515, 4.15917], [-10.27408, 16.08022, 4.79624], [-11.60908, 15.34806, 5.51313], [-8.40883, 13.82882, 4.50557], [-7.72596, 13.64965, 6.14100], [-7.92654, 16.27054, 4.68198], [-6.50066, 15.39859, 4.90923], [-6.63383, 16.89265, 6.87703], [-6.98056, 15.27774, 7.39341], [-8.68261, 18.67360, 7.19425], [-10.30514, 17.99183, 7.19290], [-9.48935, 17.84144, 5.76808], [-7.67445, 17.49636, 9.16694], [-8.12096, 15.84501, 9.40185], [-9.38440, 17.10335, 9.45197], [-11.30304, 13.07392, 6.83574], [-9.59500, 12.57888, 7.11689], [-10.28572, 12.49291, 5.53256], [-12.65844, 24.32722, 7.80270], [-13.35100, 23.05842, 7.38101], [-14.92766, 23.20518, 7.41182], [-15.50659, 24.07934, 6.28634], [-15.11875, 23.44129, 4.96269], [-13.61730, 23.23665, 4.68631], [-13.00672, 22.70345, 5.95358], [-11.80115, 22.18936, 5.79141], [-12.91889, 24.53557, 4.36163], [-13.37358, 22.22954, 3.48338], [-13.02884, 21.86505, 8.30338], [-12.81789, 24.51409, 8.86602], [-12.99052, 25.27459, 7.37982], [-11.58291, 24.16678, 7.72168], [-15.23553, 23.67310, 8.34670], [-15.39416, 22.22155, 7.34827], [-15.16758, 25.09655, 6.49659], [-16.57809, 24.25889, 6.37503], [-15.60554, 23.92697, 4.11628], [-15.64419, 22.48395, 4.99060], [-13.19307, 25.37484, 4.99867], [-13.33538, 24.77702, 3.38121], [-11.85671, 24.46394, 4.13148], [-13.57015, 21.21673, 3.83442], [-12.32885, 22.26081, 3.17624], [-13.97497, 22.48398, 2.61246], [-13.57310, 20.97319, 7.99159], [-13.22562, 22.07204, 9.35518], [-11.99526, 21.51646, 8.30924], [-13.26953, 18.20706, 17.12508], [-14.46957, 17.70254, 16.33940], [-14.07330, 16.52948, 15.50679], [-15.27680, 15.97013, 14.67847], [-14.72973, 14.68679, 14.04385], [-16.60511, 15.70933, 15.47480], [-17.51049, 16.90619, 15.20546], [-17.16902, 17.35801, 13.80104], [-15.71215, 16.96265, 13.55117], [-12.72623, 17.41878, 17.65229], [-13.68624, 18.76290, 17.96671], [-12.50338, 18.89237, 16.76526], [-14.83571, 18.47626, 15.66058], [-15.31790, 17.51522, 16.99742], [-13.81379, 15.66461, 16.11998], [-13.22816, 16.74760, 14.85380], [-14.48959, 14.01454, 14.86779], [-13.75892, 14.99144, 13.65399], [-15.41313, 14.22178, 13.33668], [-17.02942, 14.81019, 15.02722], [-16.22878, 15.48294, 16.47122], [-18.57528, 16.71729, 15.33796], [-17.30240, 17.63414, 15.99060], [-17.89682, 16.94892, 13.09794], [-17.36335, 18.41821, 13.63443], [-15.61103, 16.49206, 12.57482], [-15.00761, 17.78570, 13.66495], [-13.10608, 10.45206, 12.03200], [-13.68340, 10.98484, 10.69878], [-14.31568, 12.34800, 10.90083], [-14.99252, 13.01517, 9.71866], [-16.23086, 12.24034, 9.21724], [-14.02278, 13.33368, 8.47777], [-14.70966, 14.40546, 7.72024], [-15.46220, 15.23479, 8.74946], [-15.45690, 14.47997, 10.06340], [-12.32844, 11.09881, 12.43538], [-12.79342, 9.44106, 11.77538], [-13.92717, 10.36649, 12.74432], [-14.48151, 10.31186, 10.38314], [-12.87198, 10.99620, 9.97054], [-13.56485, 13.04676, 11.27721], [-14.97678, 12.31800, 11.76870], [-15.78246, 11.43545, 8.63877], [-16.78681, 12.91926, 8.57329], [-16.79681, 12.04386, 10.12551], [-13.94356, 12.39580, 7.93017], [-13.10341, 13.62270, 8.98700], [-15.43316, 13.91476, 7.06790], [-14.15372, 15.06681, 7.05711], [-16.48166, 15.33579, 8.37656], [-15.04954, 16.23664, 8.85957], [-16.39554, 14.48194, 10.61373], [-14.59646, 14.85879, 10.61588], [-11.18786, 18.01313, 12.15854], [-11.57425, 19.26750, 12.91208], [-12.88599, 19.31520, 13.48284], [-10.91687, 20.47856, 12.57364], [-10.90478, 18.81678, 14.30922], [-12.37792, 18.18714, 10.96704], [-12.54319, 19.46953, 10.28661], [-13.56566, 17.35233, 11.16323], [-11.57343, 17.44359, 9.78218], [-14.64584, 23.29636, 15.00937], [-13.60029, 22.30387, 15.54947], [-12.40672, 22.05860, 14.74825], [-14.04269, 21.17420, 16.39157], [-12.99062, 23.23158, 16.68881], [-14.88489, 22.36437, 13.54254], [-15.33623, 21.01596, 13.74974], [-14.07137, 22.72297, 12.41309], [-16.25546, 23.04743, 13.11245]]}